No. 1
Density functional theory data (ωB97M-V/def2-TZVPD) for a cluster of 5 separate species, C33H48BF32N6O6 in total in a non-equilibrium geometry.

Summary:
Orbital gap   8.969 eV
Charge   +1

Atoms and positions in Å:
C 7.225 1.391 -1.241
C 6.019 0.506 -1.087
C 4.767 1.318 -1.115
N 3.700 0.764 -1.945
C 3.154 -0.524 -1.651
B 2.961 -0.877 -0.055
N 1.704 -0.962 0.601
O 4.074 -1.100 0.684
C 1.797 -0.533 -2.286
N 1.173 -1.847 -2.370
C -0.125 -1.653 -3.045
C -1.202 -1.530 -2.041
O -0.963 -1.104 -0.982
N -2.483 -1.933 -2.467
C -3.429 -0.846 -2.180
C -2.809 -3.088 -1.634
C 2.016 -2.593 -3.318
C 3.300 -2.865 -2.674
N 4.149 -3.665 -3.502
C 4.470 -4.986 -2.968
C 5.847 -5.406 -3.338
N 4.005 -1.607 -2.303
H 7.106 1.968 -2.118
H 7.358 2.018 -0.403
H 8.074 0.797 -1.414
H 6.068 -0.158 -1.910
H 6.139 0.015 -0.164
H 5.047 2.223 -1.571
H 4.461 1.608 -0.143
H 2.970 1.422 -2.121
H 1.155 -0.136 0.452
H 1.185 -1.783 0.339
H 4.331 -2.019 0.747
H 1.904 -0.078 -3.261
H 1.165 0.094 -1.733
H -0.321 -2.419 -3.741
H -0.143 -0.743 -3.594
H -2.972 0.088 -2.385
H -4.317 -0.956 -2.737
H -3.668 -0.853 -1.149
H -2.938 -2.819 -0.613
H -1.992 -3.770 -1.680
H -3.655 -3.583 -2.011
H 2.151 -1.989 -4.186
H 1.570 -3.503 -3.615
H 3.082 -3.369 -1.770
H 5.020 -3.200 -3.675
H 4.386 -5.051 -1.905
H 3.819 -5.694 -3.399
H 6.147 -6.138 -2.643
H 6.533 -4.606 -3.228
H 5.891 -5.854 -4.292
H 4.713 -1.862 -1.629
H 4.491 -1.184 -3.088
C 5.541 0.032 -7.981
C 4.916 1.287 -8.604
C 5.843 2.488 -8.798
F 6.328 2.901 -7.604
F 5.133 3.495 -9.345
F 3.832 1.650 -7.883
F 4.480 0.932 -9.838
O 5.354 -0.126 -6.583
C 6.190 0.494 -5.716
C 5.436 1.520 -4.877
F 4.861 2.450 -5.651
F 6.300 2.138 -4.034
F 7.247 1.039 -6.325
F 6.649 -0.454 -4.847
H 5.015 -0.809 -8.424
H 6.585 -0.085 -8.263
H 6.672 2.235 -9.465
H 4.658 1.033 -4.284
C -0.004 2.191 2.274
C 0.947 3.357 1.978
C 1.802 3.860 3.142
F 1.017 4.316 4.136
F 2.576 4.875 2.698
F 0.259 4.376 1.439
F 1.820 2.906 1.016
O -1.343 2.525 2.551
C -1.693 2.879 3.821
C -2.157 4.336 3.870
F -1.177 5.147 3.436
F -2.448 4.663 5.149
F -0.696 2.655 4.696
F -2.738 2.104 4.187
H -0.051 1.621 1.349
H 0.409 1.515 3.021
H 2.449 3.062 3.521
H -3.043 4.480 3.247
C -6.380 -1.824 2.466
C -5.977 -2.211 1.037
C -7.117 -2.493 0.058
F -7.864 -3.528 0.483
F -6.576 -2.817 -1.146
F -5.128 -3.259 1.077
F -5.283 -1.159 0.511
O -6.372 -2.870 3.412
C -7.459 -3.692 3.520
C -7.103 -5.127 3.131
F -6.644 -5.163 1.864
F -8.215 -5.886 3.206
F -8.501 -3.238 2.802
F -7.827 -3.712 4.814
H -5.612 -1.136 2.812
H -7.313 -1.266 2.484
H -7.749 -1.609 -0.066
H -6.340 -5.524 3.805
C -4.577 3.087 7.533
C -4.801 3.627 8.953
C -5.586 2.731 9.913
F -6.830 2.505 9.441
F -5.686 3.359 11.105
F -5.374 4.844 8.884
F -3.567 3.794 9.503
O -5.470 3.537 6.534
C -6.666 2.921 6.365
C -7.830 3.864 6.669
F -7.749 4.304 7.934
F -8.987 3.180 6.521
F -6.752 1.792 7.083
F -6.760 2.579 5.053
H -3.612 3.475 7.219
H -4.476 2.003 7.524
H -5.071 1.777 10.059
H -7.816 4.717 5.986

No. 2
Density functional theory data (ωB97M-V/def2-TZVPD) for the molecule C5H12N4.

Summary:
Orbital gap (spin up / spin down)   8.339 / 8.341 eV

Atoms and positions in Å:
C 1.021 1.722 0.320
C 2.380 -0.331 -0.230
C -0.093 -0.596 0.009
C -1.540 0.034 -0.264
C 1.026 0.256 0.033
N -0.009 -1.997 0.276
N -2.616 -0.912 -0.070
N -1.966 1.343 0.176
N -0.661 -0.140 -1.309
H 0.342 -2.525 -0.515
H 0.517 -2.211 1.114
H -2.376 -1.790 -0.510
H -2.738 -1.102 0.920
H -2.978 1.360 0.227
H -1.669 2.035 -0.503
H 0.104 2.047 0.802
H 1.874 1.955 0.967
H 3.033 0.399 -0.711
H 2.857 -0.613 0.716
H 2.323 -1.228 -0.847
H 1.167 2.295 -0.601

No. 3
Density functional theory data (ωB97M-V/def2-TZVPD) for a structure of composition C11H25CoN5O7 in a non-equilibrium geometry.

Summary:
2S+1   5
Orbital gap (spin up / spin down)   5.415 / 6.710 eV
<S²>   6.1380
Charge   +1

Atoms and positions in Å:
O 2.049 2.119 -1.972
H 1.758 2.814 -2.586
Co -0.734 0.084 0.189
N -1.325 1.806 0.291
N 0.578 0.813 1.351
N -1.862 -0.943 -0.901
N 0.211 -1.621 0.003
O -2.497 2.043 -0.111
O -3.193 -0.615 -0.956
O 1.556 -1.566 0.024
O 1.506 0.071 1.908
C 0.633 2.169 1.418
C -0.470 2.770 0.732
C -1.509 -2.122 -1.430
C -0.260 -2.551 -0.864
C -0.652 4.254 0.568
H 0.019 4.689 -0.201
H -0.385 4.780 1.505
H -1.697 4.468 0.325
C 1.668 2.822 2.246
H 2.686 2.812 1.807
H 1.723 2.289 3.211
H 1.385 3.863 2.435
C -2.279 -2.818 -2.520
C 0.524 -3.792 -1.135
H -2.644 -2.099 -3.272
H -3.154 -3.374 -2.140
H -1.641 -3.537 -3.066
H 1.348 -3.818 -0.403
H 0.957 -3.917 -2.148
H -0.187 -4.611 -0.952
H -3.176 0.352 -0.690
H 1.712 -0.869 0.808
C 3.539 1.090 -1.802
H 4.228 1.911 -1.796
H 3.171 0.634 -2.697
H 3.740 0.321 -1.057
O 0.186 0.648 -1.234
H 1.142 1.639 -1.704
H 0.134 -0.136 -1.848
C -3.400 -1.362 2.973
C -2.060 -0.888 2.561
N -0.969 -1.116 3.311
O -2.031 -0.198 1.484
H -3.323 -1.927 3.906
H -3.833 -1.979 2.169
H -4.042 -0.476 3.087
H -0.033 -0.770 3.008
H -1.092 -1.598 4.206

No. 4
Density functional theory data (ωB97M-V/def2-TZVPD) for the molecule C4H6O2.

Summary:
Orbital gap   9.316 eV

Atoms and positions in Å:
O -0.639 -2.016 0.265
C -0.283 -1.109 1.195
C 0.341 0.057 0.987
C 0.784 0.526 -0.364
O -0.233 0.205 -1.373
C -1.133 1.055 -1.773
H -0.528 -1.631 -0.620
H -0.577 -1.427 2.191
H 0.538 0.698 1.839
H 0.950 1.608 -0.390
H 1.685 0.014 -0.721
H -0.903 2.021 -1.236